P) This record from OMol25 describes a 2-piece molecular cluster, C3H4NO overall. The level of theory is the ωB97M-V functional and the def2-TZVPD basis.

Output
Gap between HOMO and LUMO (spin up / spin down) = 8.82 / 7.33 eV

Geometry as ORCA input:
```
! RIJCOSX wB97M-V def2-TZVPD def2/J DEFGRID3
* xyz 1 1
C 0.97 0.25 -0.55
C -0.84 -0.23 0.35
C -0.38 -0.55 -1.11
N 0.24 0.32 0.75
O -0.84 -0.73 -2.16
H 1.91 -0.30 -0.64
H 0.99 1.15 -1.17
H -2.47 -0.62 2.79
H 0.42 0.72 1.74
*
```

Q) This record from OMol25 describes an isolated ion of composition C3H4NO and charge +1. The level of theory is the ωB97M-V functional and the def2-TZVPD basis.

Output
SMILES string = C#[N+]CC=O
Gap between HOMO and LUMO = 10.48 eV

Geometry as ORCA input:
```
! RIJCOSX wB97M-V def2-TZVPD def2/J DEFGRID3
* xyz 1 1
C -1.51 -1.04 0.00
N -1.12 0.03 0.03
C 0.00 0.82 -0.02
C 1.32 -0.12 -0.06
O 1.10 -1.24 0.18
H -2.12 -1.96 -0.30
H 0.20 1.40 0.96
H -0.23 1.66 -0.61
H 2.35 0.44 -0.17
*
```

Energies relative to the most stable structure, in hartree: P) 0.1712; Q) 0.0000.

P) This record from OMol25 describes C2H2NO3S as an isolated structure. The level of theory is the ωB97M-V functional and the def2-TZVPD basis.

Output
Gap between HOMO and LUMO = 8.24 eV

Geometry as ORCA input:
```
! RIJCOSX wB97M-V def2-TZVPD def2/J DEFGRID3
* xyz -1 1
C 0.45 -1.10 0.07
C 0.81 0.43 -0.04
N -0.40 1.12 -0.30
O 1.39 -1.92 0.08
O -0.72 -1.38 0.17
O -2.86 1.03 -0.17
S -1.62 0.58 0.51
H 1.35 0.46 -0.98
H 1.61 0.80 0.67
*
```

Q) This record from OMol25 describes a 2-piece molecular cluster, C2H2NO3S overall. The level of theory is the ωB97M-V functional and the def2-TZVPD basis.

Output
Gap between HOMO and LUMO (spin up / spin down) = 7.66 / 7.65 eV

Geometry as ORCA input:
```
! RIJCOSX wB97M-V def2-TZVPD def2/J DEFGRID3
* xyz -1 1
C 0.41 0.75 -0.33
C 0.31 0.43 -1.80
N 0.52 1.80 -1.05
O -1.71 -0.19 1.69
O 0.41 -0.21 2.97
O -0.11 -1.99 1.35
S -0.31 -0.60 1.80
H 1.08 -0.09 -2.24
H -0.61 0.10 -2.40
*
```

Energies relative to the most stable structure, in hartree: P) 0.0000; Q) 0.1082.